1.
Entry from the OMol25 dataset: C37H64Cl2MgN11O3 as an isolated structure in a non-equilibrium geometry (ωB97M-V with the def2-TZVPD basis set).

```
118
Properties=species:S:1:pos:R:3:forces:R:3
Mg 4.868 -17.165 -9.109 -0.14 0.28 -0.24
C 6.855 -13.244 -7.246 1.08 0.18 0.13
N 7.517 -14.441 -7.743 -0.19 -0.47 0.41
C 8.633 -14.266 -8.678 -1.39 -1.23 -0.32
C 7.230 -15.708 -7.195 -0.70 0.28 -0.15
N 6.690 -16.632 -7.987 1.86 0.55 0.68
C 7.211 -17.989 -7.707 0.04 0.65 0.04
C 7.605 -18.620 -9.041 0.83 0.16 -0.14
N 6.546 -18.530 -10.063 -0.37 -1.56 -0.35
C 7.132 -18.050 -11.334 0.26 0.04 0.70
C 6.118 -17.632 -12.344 -0.21 0.40 -1.98
N 5.457 -16.412 -11.924 -0.17 1.10 -0.89
C 5.223 -15.457 -12.830 0.00 -0.80 2.26
N 5.209 -14.149 -12.389 0.51 -1.21 -0.37
C 5.796 -13.870 -11.105 0.03 0.67 1.14
C 4.491 -13.088 -13.077 -0.30 -0.06 0.80
N 4.956 -15.652 -14.157 -0.07 -0.23 1.05
C 4.034 -16.705 -14.554 1.02 -0.41 -0.78
C 5.570 -14.788 -15.121 0.40 -0.26 -1.07
C 5.925 -19.903 -10.272 0.56 1.94 -1.43
C 5.058 -20.228 -9.140 -0.52 -2.01 0.87
N 4.008 -19.253 -9.036 -1.41 0.25 0.08
C 2.778 -19.741 -8.802 -0.26 2.18 -0.42
N 1.682 -19.118 -9.404 1.20 -0.97 0.63
C 0.406 -18.893 -8.749 -0.02 -0.52 0.68
C 1.839 -18.481 -10.702 1.51 1.50 0.75
N 2.523 -20.756 -7.944 -0.06 -0.54 -0.05
C 1.379 -21.636 -8.075 -1.07 0.22 -0.58
C 3.398 -21.029 -6.823 0.39 0.04 0.25
N 7.500 -15.888 -5.836 1.12 0.64 -1.55
C 6.759 -16.787 -4.979 -0.63 0.43 -0.59
C 8.624 -15.168 -5.165 -0.69 -0.12 -0.16
H 7.625 -12.541 -6.864 -0.51 0.01 -0.31
H 6.286 -13.551 -6.391 -0.71 0.06 0.39
H 6.208 -12.748 -8.006 0.42 -0.41 0.49
H 8.698 -13.224 -8.901 0.10 0.64 -0.29
H 8.433 -14.837 -9.601 0.26 0.29 0.18
H 9.568 -14.599 -8.262 0.51 -0.13 0.25
H 6.446 -18.530 -7.149 0.16 -0.60 0.04
H 8.135 -17.861 -7.113 -0.51 -0.58 0.05
H 7.983 -19.662 -8.927 -0.33 0.52 0.07
H 8.469 -18.030 -9.428 -0.51 -0.40 0.43
H 7.869 -18.730 -11.769 -0.19 -0.59 0.08
H 7.721 -17.211 -11.024 0.25 0.91 -0.15
H 5.413 -18.474 -12.493 0.15 0.39 -0.24
H 6.680 -17.476 -13.332 -0.75 -0.33 1.05
H 5.079 -13.918 -10.266 -0.03 -0.27 -0.34
H 6.144 -12.842 -11.092 0.20 0.24 -0.19
H 6.641 -14.514 -10.819 -0.44 0.03 -0.57
H 5.114 -12.489 -13.747 0.07 0.08 0.22
H 4.027 -12.460 -12.297 0.19 -0.04 -0.49
H 3.698 -13.532 -13.667 -0.19 0.00 -0.09
H 3.369 -17.004 -13.743 0.23 0.13 0.05
H 4.590 -17.588 -14.945 -0.41 0.29 0.35
H 3.446 -16.336 -15.387 -0.30 0.09 -0.10
H 5.992 -15.405 -15.945 -0.13 0.48 0.42
H 6.361 -14.186 -14.667 0.04 -0.41 0.01
H 4.880 -14.067 -15.541 -0.35 0.09 -0.38
H 6.678 -20.657 -10.444 0.57 -0.26 0.08
H 5.337 -19.840 -11.202 0.07 -0.07 0.47
H 5.706 -20.369 -8.231 -0.60 0.13 -0.54
H 4.579 -21.216 -9.382 0.65 0.45 0.50
H 0.465 -19.204 -7.673 -0.03 0.68 -0.93
H -0.362 -19.540 -9.207 -0.01 0.49 0.09
H 0.162 -17.817 -8.874 -0.13 -0.68 0.37
H 2.330 -19.140 -11.377 0.22 -0.71 -0.70
H 2.507 -17.585 -10.602 -0.82 -0.61 -0.27
H 0.896 -18.151 -11.102 -0.46 -0.13 0.00
H 0.942 -21.563 -9.099 0.25 0.23 0.84
H 0.589 -21.404 -7.314 0.61 -0.38 -0.61
H 1.703 -22.670 -7.999 0.06 -0.09 0.36
H 4.307 -20.450 -6.961 -0.08 -0.23 0.35
H 3.631 -22.085 -6.668 0.11 -0.08 -0.71
H 2.954 -20.767 -5.870 -0.41 0.48 0.17
H 5.978 -17.233 -5.595 -0.11 0.15 0.50
H 6.364 -16.227 -4.133 -0.46 0.22 -0.11
H 7.348 -17.542 -4.513 0.88 -0.82 -0.02
H 9.433 -14.852 -5.849 -0.44 -0.61 0.21
H 8.978 -15.851 -4.360 0.04 0.69 -0.63
H 8.239 -14.240 -4.734 0.06 -0.10 0.31
C 2.989 -16.901 -4.769 0.52 0.03 0.79
C 3.273 -17.550 -6.103 -0.28 -0.11 -0.43
O 4.209 -16.800 -6.897 -0.29 -0.57 0.26
H 2.318 -17.501 -4.135 0.07 0.06 -0.40
H 2.558 -15.907 -4.867 -0.07 0.07 -0.14
H 3.929 -16.803 -4.190 -0.41 0.02 -0.32
H 2.352 -17.699 -6.684 -0.05 0.14 0.09
H 3.676 -18.551 -5.951 0.28 0.11 -0.04
H 3.802 -15.904 -7.046 0.01 0.12 -0.26
Cl 0.734 -13.327 -4.618 0.28 0.17 0.35
C -0.427 -14.144 -5.585 -0.50 -0.22 -0.43
C -1.123 -15.215 -5.075 -0.27 -0.62 -0.97
C -1.913 -15.963 -5.951 -0.31 -0.19 0.13
C -2.224 -15.491 -7.247 0.12 -0.93 0.81
C -1.655 -14.331 -7.708 0.37 0.59 1.64
Cl -2.400 -13.449 -8.993 0.32 -0.22 -0.39
C -0.633 -13.729 -6.903 0.20 0.26 -1.60
N 0.217 -12.770 -7.414 0.24 -0.18 1.09
C 0.494 -12.415 -8.746 0.00 1.48 -1.40
C 0.188 -11.063 -9.109 -0.49 -0.62 1.25
C 0.504 -10.578 -10.344 0.43 0.28 -1.29
C 1.221 -11.400 -11.275 -0.96 1.89 -0.39
C 1.436 -12.703 -10.972 0.24 -1.45 0.72
C 1.095 -13.227 -9.698 -0.13 -0.34 0.02
C 1.276 -14.730 -9.513 0.18 0.42 -0.23
C 2.618 -15.167 -8.939 1.25 0.21 -0.17
O 2.950 -14.733 -7.810 -0.41 -0.34 -0.59
O 3.370 -15.926 -9.682 -0.65 0.44 1.15
H -0.995 -15.517 -4.054 0.12 -0.12 0.26
H -2.313 -16.909 -5.562 -0.09 0.54 -0.42
H -2.889 -16.052 -7.896 -0.13 0.18 0.22
H 1.044 -12.700 -6.832 -0.08 0.24 -0.06
H -0.367 -10.461 -8.345 0.59 -0.55 -0.90
H 0.148 -9.580 -10.674 0.53 -0.71 0.41
H 1.481 -10.950 -12.259 -0.19 -0.58 0.78
H 1.833 -13.456 -11.672 -0.01 0.74 0.14
H 1.143 -15.147 -10.516 -0.06 -0.37 0.37
H 0.519 -15.083 -8.816 -0.15 -0.23 -0.11
```
Forces are in eV/Å.

Kohn-Sham gap (eV): 7.96
Charge: +1
E_HOMO (eV): -9.56

=====

2.
Entry from the OMol25 dataset: one molecule with the formula C6H7NS in a non-equilibrium geometry (ωB97M-V with the def2-TZVPD basis set).

```
15
Properties=species:S:1:pos:R:3:forces:R:3
C 2.046 -0.498 -1.469 -0.55 -0.36 0.21
C 3.185 0.277 -1.180 1.39 1.14 0.53
C 0.856 -0.392 -0.822 0.96 -0.06 -0.63
C -0.087 -0.687 -0.100 -2.37 0.38 1.86
C -1.164 -1.089 0.802 -2.28 -0.49 0.85
C -2.337 1.115 0.877 -0.94 -0.08 -0.24
N -2.351 -0.263 0.451 1.30 0.53 -1.67
S 3.215 1.677 -0.290 -0.16 -0.78 -0.51
H 2.142 -1.384 -2.080 0.11 0.05 -0.38
H 4.181 -0.086 -1.536 -1.06 0.10 0.07
H -1.508 -2.073 0.445 0.49 0.02 0.45
H -1.139 -1.114 1.935 1.26 0.07 -1.12
H -1.589 1.255 1.605 1.04 0.53 1.21
H -2.111 1.808 0.044 -0.31 -0.25 0.17
H -3.340 1.453 1.320 1.10 -0.80 -0.80
```
Forces are in eV/Å.

Kohn-Sham gap (spin up / spin down) (eV): 4.58 / 4.58
E_HOMO (spin up / spin down) (eV): -7.58 / -7.58

=====

3.
Entry from the OMol25 dataset: C35H28FN6NiO3 as an isolated structure (ωB97M-V with the def2-TZVPD basis set).

```
74
Properties=species:S:1:pos:R:3:forces:R:3
Ni -1.705 -0.162 0.653 -0.04 -0.04 -0.09
O -5.182 -0.463 -1.601 0.01 -0.01 0.00
C -4.099 -0.225 -1.052 -0.05 0.03 0.01
N -3.406 -0.921 -0.156 0.08 -0.01 -0.06
C -3.576 -2.300 -0.002 0.01 -0.02 0.01
C -4.739 -3.005 -0.297 -0.03 -0.02 0.00
C -4.770 -4.393 -0.189 -0.02 0.02 0.00
C -3.639 -5.080 0.208 0.01 0.02 0.00
C -2.469 -4.392 0.518 -0.03 -0.08 0.04
C -2.421 -3.000 0.441 -0.03 0.02 -0.06
N -1.328 -2.191 0.799 -0.08 0.16 0.24
C -0.235 -2.710 1.356 0.21 -0.08 -0.18
O 0.148 -3.889 1.401 0.06 0.01 0.03
C 0.664 -1.693 2.041 -0.14 0.05 -0.03
C 1.990 -2.014 2.308 0.04 -0.02 -0.04
C 2.773 -1.088 2.971 0.03 0.00 -0.01
C 2.200 0.111 3.376 0.00 0.04 0.00
C 0.868 0.339 3.072 0.01 -0.07 -0.05
N 0.122 -0.537 2.406 -0.04 0.03 0.05
C -3.353 1.020 -1.492 0.04 0.02 0.00
C -4.015 2.049 -2.150 -0.02 -0.04 0.00
C -3.291 3.148 -2.568 0.01 0.02 -0.01
C -1.921 3.175 -2.339 0.00 0.00 -0.02
C -1.343 2.103 -1.683 -0.05 0.01 -0.07
N -2.039 1.050 -1.265 0.14 0.01 0.10
H -5.607 -2.456 -0.624 0.01 0.00 0.00
H -5.684 -4.927 -0.425 0.00 0.00 0.00
H -3.653 -6.162 0.284 0.00 0.00 0.00
H -1.587 -4.925 0.832 -0.03 0.01 -0.02
H 2.368 -2.974 1.984 -0.02 -0.01 -0.01
H 3.816 -1.299 3.178 0.00 0.00 0.00
H 2.771 0.855 3.917 0.00 0.00 0.00
H 0.375 1.260 3.360 -0.02 0.03 0.01
H -5.080 1.949 -2.309 0.00 0.00 0.00
H -3.781 3.976 -3.065 0.00 0.00 0.00
H -1.313 4.014 -2.650 0.00 0.00 0.00
H -0.284 2.085 -1.466 0.03 0.02 0.02
C 4.558 0.982 -2.679 0.00 0.01 0.00
N 3.957 1.071 -1.352 0.02 -0.03 0.00
N 2.848 0.229 -1.192 -0.01 -0.03 0.01
C 1.838 0.895 -0.490 -0.08 -0.02 0.03
O 0.814 0.372 -0.096 0.13 0.09 -0.20
C 2.326 2.261 -0.354 0.04 -0.02 0.02
C 3.555 2.318 -0.898 -0.03 0.02 0.01
C 4.454 3.493 -1.071 0.00 0.00 0.00
C 3.049 -1.175 -1.153 0.03 0.06 -0.01
C 1.978 -2.014 -1.438 -0.07 -0.04 0.05
C 2.158 -3.387 -1.377 -0.02 0.08 0.10
C 3.401 -3.921 -1.066 0.02 -0.02 0.03
C 4.466 -3.075 -0.795 -0.01 -0.02 -0.01
C 4.295 -1.699 -0.825 -0.02 -0.01 -0.01
H 4.850 -0.049 -2.864 0.00 0.00 -0.01
H 5.450 1.604 -2.702 0.00 0.00 0.00
H 3.858 1.302 -3.456 0.00 0.00 0.00
H 1.793 3.049 0.150 -0.01 0.00 -0.01
H 4.075 4.330 -0.489 0.00 0.00 0.00
H 4.499 3.802 -2.117 0.01 0.00 0.00
H 5.467 3.264 -0.740 0.00 0.00 0.00
H 1.006 -1.596 -1.660 0.01 0.01 0.01
H 1.308 -4.034 -1.540 -0.02 -0.04 -0.02
H 3.531 -4.994 -1.017 0.00 0.00 0.00
H 5.436 -3.484 -0.538 -0.01 0.00 0.00
H 5.111 -1.032 -0.580 -0.01 0.00 0.00
F -3.102 5.458 2.902 0.00 -0.01 0.00
C -2.779 4.212 2.437 0.00 0.00 0.00
C -1.467 3.938 2.119 0.00 0.00 0.00
C -1.159 2.664 1.642 0.01 -0.02 0.01
C -2.111 1.650 1.473 -0.09 -0.12 0.10
C -3.422 2.007 1.817 0.02 -0.01 0.02
C -3.772 3.269 2.296 0.00 0.00 0.00
H -0.712 4.707 2.241 0.00 0.00 0.00
H -0.122 2.459 1.388 0.00 0.00 -0.01
H -4.216 1.273 1.700 0.00 0.01 0.00
H -4.794 3.522 2.553 0.00 0.00 0.00
```
Forces are in eV/Å.

Kohn-Sham gap (spin up / spin down) (eV): 5.90 / 5.93
Charge: -1
E_HOMO (spin up / spin down) (eV): -3.92 / -3.94
Multiplicity: 3

=====

4.
Entry from the OMol25 dataset: one molecule with the formula C4H5NO2 in a non-equilibrium geometry (ωB97M-V with the def2-TZVPD basis set).

```
12
Properties=species:S:1:pos:R:3:forces:R:3
H -0.679 2.874 0.383 -0.14 -3.11 -1.19
N -1.086 1.882 0.094 -0.31 3.62 1.47
C -0.487 0.797 0.063 -0.39 -0.76 -0.77
C 0.918 0.287 0.080 -1.78 -0.64 -2.08
C 0.754 -1.210 -0.084 -0.49 0.92 1.14
O -0.604 -1.534 -0.163 -0.74 -0.25 -0.09
C -1.384 -0.437 -0.119 -0.36 -0.15 -0.35
O -2.567 -0.502 -0.221 -0.04 0.23 0.11
H 1.435 0.590 -0.810 0.62 1.00 0.10
H 1.278 0.537 0.994 2.00 0.90 2.41
H 1.244 -1.542 -0.919 1.01 -0.83 -2.44
H 1.178 -1.742 0.702 0.63 -0.93 1.70
```
Forces are in eV/Å.

Kohn-Sham gap (eV): 10.13
E_HOMO (eV): -9.68